Entry from the Open Molecules 2025 dataset: a 4-piece molecular cluster, C29H40ClF3IN2O15 overall in a non-equilibrium geometry (ωB97M-V with the def2-TZVPD basis set).

Last column: Mulliken charge in e.
CARTESIAN COORDINATES (ANGSTROEM)
C: 3.4320 -1.5305 -0.2040  -0.730
C: 2.0766 -1.2436 0.7328  0.627
O: 1.8383 -1.9572 1.8644  -0.620
O: 1.0879 -0.1838 0.4260  -0.227
C: 0.0911 -0.6739 -0.5763  -0.430
C: -1.3808 -1.0277 0.1150  -1.078
N: -1.9866 -1.9745 -0.9379  0.929
C: -1.5610 -3.3799 -1.3409  -1.336
C: -0.5549 -4.1189 -0.2760  0.950
C: -1.3153 -5.3405 0.5747  -1.009
Cl: 0.7346 -5.0137 -1.3275  -0.182
C: -3.0598 -1.2594 -1.4848  -1.599
I: -4.2283 -2.2056 -3.1348  0.207
C: -3.3008 0.2117 -0.8066  1.975
C: -4.7818 0.6613 -0.2776  -0.662
C: -5.8024 -0.5589 0.1012  -0.562
C: -5.8655 -0.9522 1.6937  0.351
F: -5.5091 -0.0783 2.8349  -0.270
C: -6.3784 -2.3465 2.0066  0.124
F: -7.8475 -2.5642 1.7461  -0.204
F: -5.4996 -3.4537 2.4922  -0.213
C: -3.1210 1.2083 -2.1379  -0.975
O: -2.0290 0.5866 -2.9542  -0.062
C: -1.4586 1.5649 -3.8938  0.387
C: -0.5197 2.8018 -3.3254  -0.204
O: -1.7103 1.4048 -5.2013  -0.569
C: -2.2197 0.3492 0.4181  1.267
N: -2.6549 0.1520 1.8527  -0.480
C: -1.4505 1.7955 0.4706  -0.803
C: -0.6591 2.1009 1.8867  -0.470
O: -1.5409 2.8877 2.8120  -0.312
C: -0.9076 2.7326 4.1400  0.235
O: -1.5176 2.0759 5.1491  -0.469
H: 3.6429 -2.6832 -0.0936  0.268
H: 3.1917 -1.1905 -1.3005  0.317
H: 4.3054 -0.9273 0.2928  0.348
H: 0.0194 0.1869 -1.3866  -0.467
H: 0.5742 -1.5948 -1.1230  0.556
H: -1.0591 -1.5108 1.1549  0.276
H: -1.0021 -3.3429 -2.3776  0.434
H: -2.4842 -4.1221 -1.4891  0.492
H: 0.0576 -3.3989 0.4134  -0.248
H: -1.0905 -6.3742 0.0241  0.348
H: -0.9011 -5.4638 1.6643  0.306
H: -2.4973 -5.2310 0.5463  0.246
H: -4.7019 1.3560 0.6898  0.246
H: -5.3456 1.3388 -1.0812  0.497
H: -5.6466 -1.5539 -0.4933  0.256
H: -6.8975 -0.1792 -0.1855  0.403
H: -4.0788 1.1716 -2.8483  0.497
H: -2.9054 2.3217 -1.8497  0.304
H: -1.2224 3.5401 -2.7219  -0.230
H: 0.3188 2.3084 -2.6623  0.220
H: -0.0670 3.3811 -4.2393  0.357
H: -3.2117 0.9504 2.2278  0.459
H: -3.1024 -0.7746 2.0241  0.176
H: -0.7431 2.0066 -0.4595  -0.212
H: -2.3034 2.6270 0.3962  0.474
H: 0.2225 2.8534 1.6006  0.366
H: -0.2326 1.1421 2.4051  0.378
H: 0.1836 3.1880 4.2552  0.301
C: -0.9416 7.6492 -2.3966  -0.363
C: -2.2855 7.5068 -1.7590  -0.318
O: -2.3430 6.1333 -1.4242  -0.292
C: -1.0541 5.6961 -1.3188  0.666
O: -0.7305 4.6055 -0.8787  -0.513
O: -0.1751 6.6385 -1.7689  -0.303
H: -0.5005 8.6345 -2.2229  0.293
H: -0.9672 7.4555 -3.4741  0.265
H: -2.3781 8.0986 -0.8422  0.291
H: -3.0990 7.7749 -2.4387  0.302
C: 7.7813 -3.0227 -1.3313  -0.319
C: 7.9578 -2.9803 -2.8145  -0.360
O: 6.7165 -3.4517 -3.3035  -0.326
C: 5.7915 -3.2210 -2.3264  0.617
O: 4.5874 -3.3482 -2.4739  -0.528
O: 6.3894 -2.8286 -1.1636  -0.214
H: 8.3463 -2.2371 -0.8221  0.302
H: 8.0568 -3.9929 -0.9048  0.276
H: 8.1218 -1.9637 -3.1872  0.260
H: 8.7768 -3.6200 -3.1545  0.301
C: 4.0291 -0.5221 4.4622  0.110
C: 4.7510 -1.7185 4.9920  -0.384
O: 5.7343 -1.9683 4.0058  -0.305
C: 5.9478 -0.7898 3.3506  0.668
O: 6.8508 -0.5989 2.5532  -0.572
O: 5.0200 0.1468 3.7049  -0.313
H: 3.6499 0.1225 5.2599  0.313
H: 3.2006 -0.7931 3.7994  -0.094
H: 5.2498 -1.5173 5.9459  0.276
H: 4.0922 -2.5831 5.1108  0.310

Its lowest unoccupied orbital energy is -4.213 eV. The frontier orbital gap is 7.0 eV. The HOMO energy is -11.2 eV. Its total charge is +1.